# C40H62N2O2OsSeSi2

A molecular structure, C40H62N2O2OsSeSi2 (ωB97M-V with the def2-TZVPD basis set, the OMol25 dataset).

Its net charge is 0. The value obtained for the highest occupied orbital energy (spin up / spin down) is -7.0 / -7.0 eV.

Last column: Mulliken charge in e.
Positions of all 110 atoms, in Å:
Os 0.1818 0.2781 0.3270  0.721
C 0.6380 -0.7482 -6.8723  -1.701
C 0.7818 0.6056 -6.1628  2.221
C -0.5511 1.3639 -6.2378  -1.362
C 1.8415 1.4259 -6.8988  -2.223
C 1.1428 0.3798 -4.6954  -0.206
C 0.2883 -0.3529 -3.8799  -0.897
C 0.5842 -0.5109 -2.5422  0.745
Se -0.4665 -1.6350 -1.3648  -0.150
C -2.2037 -0.7988 -1.3116  0.610
C -3.0845 -0.8306 -2.3796  -1.137
C -4.3532 -0.2879 -2.2521  -0.851
C -4.7193 0.1976 -0.9960  0.342
C -3.8798 0.2029 0.1133  -0.514
C -2.5618 -0.2604 -0.0690  0.643
O -1.6533 -0.2183 0.9232  -1.265
C -4.3471 0.6778 1.4926  2.323
C -3.5397 1.9092 1.9227  -1.357
C -4.1676 -0.4549 2.5160  -1.668
C -5.8281 1.0672 1.4921  -2.495
C -5.2985 -0.2778 -3.4533  2.131
C -5.5872 -1.7207 -3.8924  -1.735
C -4.6378 0.4820 -4.6124  -1.677
C -6.6291 0.4033 -3.1332  -2.245
C 1.7343 0.0448 -1.9493  0.442
O 1.8871 -0.0973 -0.6162  -1.470
C 2.6572 0.7120 -2.7701  0.493
C 2.3127 0.8595 -4.1171  -0.718
C 4.0445 1.1973 -2.3162  2.289
C 5.0749 0.1771 -2.8320  -1.805
C 4.3753 2.5729 -2.9246  -1.693
C 4.2164 1.3043 -0.7958  -1.813
H 0.3747 -0.5988 -7.9223  0.471
H -0.1425 -1.3603 -6.4164  0.305
H 1.5735 -1.3093 -6.8288  0.360
H -0.8364 1.5279 -7.2799  0.472
H -0.4708 2.3352 -5.7448  0.333
H -1.3556 0.8096 -5.7519  0.076
H 1.5258 1.5828 -7.9318  0.442
H 2.8059 0.9136 -6.9222  0.425
H 1.9814 2.4069 -6.4391  0.405
H -0.6065 -0.8066 -4.2858  0.172
H -2.7742 -1.2902 -3.3094  0.546
H -5.7206 0.5812 -0.8714  0.591
H -2.4694 1.7052 1.9425  0.109
H -3.8488 2.2294 2.9212  0.490
H -3.7318 2.7331 1.2328  0.257
H -3.1250 -0.7516 2.6021  0.070
H -4.7579 -1.3276 2.2260  0.365
H -4.5152 -0.1218 3.4970  0.497
H -6.0313 1.9068 0.8232  0.415
H -6.1132 1.3735 2.5001  0.452
H -6.4687 0.2301 1.2049  0.463
H -4.6731 -2.2436 -4.1792  0.317
H -6.2609 -1.7273 -4.7528  0.464
H -6.0567 -2.2842 -3.0837  0.372
H -3.7011 0.0122 -4.9164  0.332
H -4.4179 1.5127 -4.3253  0.338
H -5.3004 0.4994 -5.4812  0.478
H -7.1755 -0.1235 -2.3479  0.432
H -7.2569 0.4082 -4.0260  0.435
H -6.4857 1.4398 -2.8192  0.401
H 3.0146 1.3792 -4.7523  0.361
H 5.0324 0.0858 -3.9193  0.314
H 4.8919 -0.8098 -2.4013  0.341
H 6.0844 0.4899 -2.5534  0.485
H 4.4803 2.5380 -4.0091  0.378
H 5.3262 2.9261 -2.5209  0.513
H 3.6103 3.3140 -2.6867  0.206
H 4.1118 0.3400 -0.3052  0.337
H 3.4905 1.9809 -0.3457  0.165
H 5.2167 1.6918 -0.5885  0.550
C -1.2848 4.5047 0.7505  -1.299
Si -0.0468 3.3741 -0.0760  0.508
C -0.8237 2.6307 -1.6023  -0.682
C 1.4957 4.3007 -0.5579  -0.592
N 0.4088 2.0130 0.9884  0.751
C 0.9925 2.1617 2.2472  0.736
C 1.2863 3.3782 2.8709  -0.707
C 1.8529 3.3872 4.1292  -1.270
C 2.1268 2.1721 4.7655  -1.206
C 1.8465 0.9653 4.1556  -0.809
C 1.2745 0.9394 2.8706  1.260
N 0.9500 -0.1711 2.1440  1.042
Si 1.1929 -1.7982 2.7875  0.215
C 0.6486 -3.1223 1.5932  -0.959
C 3.0151 -2.0927 3.0920  -1.179
C 0.1474 -2.0302 4.3217  -1.080
H -1.1745 5.5269 0.3805  0.458
H -1.1824 4.5242 1.8361  0.382
H -2.2995 4.1778 0.5186  0.306
H -1.1600 3.4592 -2.2355  0.597
H -1.7074 2.0228 -1.3818  -0.032
H -0.1257 2.0394 -2.2011  -0.089
H 1.2479 5.1710 -1.1709  0.498
H 2.1418 3.6480 -1.1473  -0.451
H 2.0678 4.6458 0.3055  0.363
H 1.0767 4.3177 2.3750  0.329
H 2.0832 4.3250 4.6164  0.428
H 2.5701 2.1729 5.7534  0.400
H 2.0779 0.0463 4.6783  0.407
H 1.2266 -3.1234 0.6693  0.166
H -0.4140 -3.0646 1.3547  0.102
H 0.8253 -4.0799 2.0964  0.500
H 3.5439 -2.0006 2.1393  0.285
H 3.1748 -3.1086 3.4651  0.384
H 3.4761 -1.3977 3.7960  0.361
H -0.9029 -1.9000 4.0461  0.236
H 0.3662 -1.3339 5.1327  0.348
H 0.2666 -3.0470 4.7073  0.379

Forces on the atoms, in the same order (eV/Å):
0.1 -0.2 0.4
0.0 0.0 0.0
0.0 0.0 0.0
0.0 0.0 0.0
0.0 0.0 0.0
0.0 0.0 0.0
0.0 0.0 0.0
0.0 0.0 0.0
-0.1 -0.2 -0.4
0.0 0.0 0.0
0.1 0.0 0.0
-0.1 0.0 0.0
0.0 0.0 0.1
0.1 0.0 0.1
0.0 0.0 0.0
0.3 0.0 -0.2
0.0 0.0 0.0
0.0 0.0 0.0
0.0 0.0 0.0
0.0 0.0 0.0
0.0 0.0 0.0
0.0 0.0 0.0
0.0 0.0 0.0
0.0 0.0 0.0
-0.1 0.0 0.1
-0.4 0.0 0.1
0.0 0.0 0.0
0.0 0.0 0.0
0.0 0.0 0.0
0.0 0.0 0.0
0.0 -0.1 0.0
0.0 0.0 0.0
0.0 0.0 0.0
0.0 0.0 0.0
0.0 0.0 0.0
0.0 0.0 0.0
0.0 0.0 0.0
0.0 0.0 0.0
0.0 0.0 0.0
0.0 0.0 0.0
0.0 0.0 0.0
0.0 0.0 0.0
0.0 0.0 0.0
0.0 0.0 0.0
0.0 0.0 0.0
0.0 0.0 0.0
0.0 0.0 0.0
0.0 0.0 0.0
0.0 0.0 0.0
0.0 0.0 0.0
0.0 0.0 0.0
0.0 0.0 0.0
0.0 0.0 0.0
0.0 0.0 0.0
0.0 0.0 0.0
0.0 0.0 0.0
0.0 0.0 0.0
0.0 0.0 0.0
0.0 0.0 0.0
0.0 0.0 0.0
0.0 0.0 0.0
0.0 0.0 0.0
0.0 0.0 0.0
0.0 0.0 0.0
0.0 0.0 0.0
0.0 0.0 0.0
0.0 0.0 0.0
0.0 0.0 0.0
0.0 0.0 0.0
0.0 0.0 0.0
0.0 0.0 0.0
0.0 0.0 0.0
-0.1 0.0 0.0
0.0 0.0 0.0
0.0 -0.1 0.0
0.1 0.0 0.0
0.0 0.3 -0.1
0.1 0.3 0.2
0.0 -0.1 -0.1
0.0 -0.1 0.0
0.0 0.0 -0.1
0.1 0.1 0.2
0.0 -0.1 0.0
0.0 -0.3 -0.1
-0.1 0.2 -0.2
0.0 0.0 0.0
0.1 0.0 0.1
0.0 0.0 0.1
0.0 0.0 0.0
0.0 0.0 0.0
0.0 0.0 0.0
0.0 0.0 0.0
0.0 0.0 0.0
0.0 0.0 0.0
0.0 0.0 0.0
0.0 0.0 0.0
0.0 0.0 0.0
0.0 0.0 0.0
0.0 0.0 0.0
0.0 0.0 0.0
0.0 0.1 -0.1
0.0 0.0 0.0
0.0 0.0 0.0
0.0 0.0 0.0
0.0 0.0 0.0
0.0 0.0 0.0
0.0 0.0 -0.1
0.0 0.0 0.0
0.0 0.0 -0.1
0.0 0.0 0.0